{"formula": "C4H6Br6Cl4", "method": "ωB97M-V with the def2-TZVPD basis set", "symbols": ["C", "Cl", "Cl", "H", "H", "C", "Cl", "Cl", "H", "H", "C", "Br", "Br", "Br", "H", "C", "Br", "Br", "Br", "H"], "xyz": [[1.17698, 1.24572, 0.25773], [1.44801, 2.64493, 1.33715], [0.13459, 1.64969, -1.12527], [2.18260, 0.99352, -0.07877], [0.76662, 0.41544, 0.83249], [-2.96860, 2.71712, -3.12472], [-3.31885, 4.39023, -3.59887], [-3.87432, 2.26133, -1.71330], [-3.02589, 2.03465, -3.97268], [-1.90459, 2.69965, -2.88877], [3.81620, -3.54727, 0.63565], [5.56528, -3.84800, 1.52938], [3.43189, -1.72673, -0.00714], [2.24810, -4.15901, 1.71756], [3.86517, -4.23796, -0.20616], [-1.98343, -0.77040, 2.15820], [-3.42964, -0.12279, 1.05828], [-0.97695, 0.66015, 3.12452], [-0.71353, -1.95642, 1.09959], [-2.43965, -1.34385, 2.96511]], "lowdin_charge": [-1.044, 0.477, 0.517, -0.017, -0.075, -1.065, 0.499, 0.512, 0.040, -0.020, -1.501, 0.541, 0.561, 0.492, -0.035, -1.471, 0.569, 0.555, 0.499, -0.033], "e_above_lowest_kj_mol": 52.7, "lumo_ev": -0.7364, "total_energy_ev": -474588.689, "total_charge": 0}